# 1
{"formula": "C8H11O4", "method": "ωB97M-V/def2-TZVPD", "species": ["C", "O", "C", "C", "C", "C", "O", "C", "O", "C", "C", "O", "H", "H", "H", "H", "H", "H", "H", "H", "H", "H", "H"], "xyz": [[0.6733, 1.6919, -1.9766], [-0.2009, 1.3628, -0.9014], [0.1316, 0.2812, -0.0691], [-1.1554, -0.2332, 0.6647], [-2.3427, -0.2784, -0.3143], [-1.0065, -1.6305, 1.2984], [0.8039, -0.7925, -0.6652], [2.0847, -0.9796, -0.0487], [2.8061, -1.7723, -0.6138], [2.3327, 0.0876, 0.9393], [1.2296, 0.9023, 1.1424], [0.9164, 1.8016, 1.9104], [0.5016, 2.7090, -2.2704], [0.5458, 1.1313, -2.8623], [1.7493, 1.7684, -1.6339], [-1.5643, 0.5839, 1.3445], [-2.1725, -0.7592, -1.2647], [-2.6786, 0.6691, -0.6016], [-3.1879, -0.7254, 0.2810], [-0.3855, -2.1748, 0.5411], [-1.9707, -2.1210, 1.4060], [-0.3383, -1.5993, 2.1491], [3.2281, 0.0769, 1.5450]], "orbital_gap_ev": 7.601, "charge": -1, "e_above_lowest_ev": 0.108, "smiles": "CO[C@@]1(C(C)C)OC([O-])=CC1=O", "e_tot_ev": -16664.906}

# 2
{"formula": "C20H47Br2F3NO7", "method": "ωB97M-V/def2-TZVPD", "species": ["C", "C", "O", "N", "C", "C", "C", "C", "C", "F", "Br", "C", "F", "F", "Br", "H", "H", "H", "H", "H", "H", "H", "H", "H", "H", "H", "C", "C", "O", "H", "H", "H", "H", "H", "H", "C", "C", "O", "H", "H", "H", "H", "H", "H", "C", "C", "O", "H", "H", "H", "H", "H", "H", "C", "C", "O", "H", "H", "H", "H", "H", "H", "C", "C", "O", "H", "H", "H", "H", "H", "H", "C", "C", "O", "H", "H", "H", "H", "H", "H"], "xyz": [[3.0399, -3.4798, 1.6626], [3.4338, -2.0548, 2.0173], [4.4816, -1.8553, 2.6368], [2.6217, -0.9940, 1.6011], [3.3668, -0.1990, 0.6110], [1.2719, -1.4102, 1.0966], [0.2494, -0.4401, 1.6894], [-1.1262, -1.0467, 2.0041], [-2.0643, -1.3926, 0.8517], [-3.2778, -0.6916, 1.0307], [-1.4456, -0.8741, -0.9061], [-2.5261, -2.8703, 0.8049], [-3.3436, -3.0831, -0.2516], [-3.2731, -3.1083, 1.9097], [-1.1021, -4.1483, 0.7330], [2.7270, -3.5402, 0.6174], [2.2015, -3.7999, 2.2854], [3.9208, -4.1070, 1.8396], [4.3624, 0.0726, 0.9899], [3.5023, -0.7543, -0.3285], [2.8257, 0.7212, 0.3690], [1.2992, -1.2579, 0.0034], [0.0817, 0.4969, 1.1164], [0.6563, -0.1200, 2.6568], [-0.9712, -1.9339, 2.6272], [-1.7006, -0.3226, 2.6018], [7.8309, -0.2291, -1.7839], [6.8443, -1.2144, -1.1838], [5.6364, -1.2897, -1.9285], [7.3803, 0.7619, -1.8479], [8.7360, -0.1639, -1.1776], [8.1197, -0.5335, -2.7940], [6.5462, -0.9027, -0.1838], [7.2996, -2.2078, -1.1006], [5.8415, -1.5905, -2.8182], [-5.1634, -5.8754, -0.0164], [-4.8687, -7.2310, -0.6264], [-4.4463, -8.1895, 0.3415], [-4.2870, -5.4836, 0.4971], [-5.4604, -5.1578, -0.7819], [-5.9741, -5.9512, 0.7139], [-4.0522, -7.1594, -1.3437], [-5.7505, -7.6089, -1.1582], [-5.1462, -8.2743, 0.9947], [2.1817, 2.9470, 5.4846], [2.0176, 2.2327, 4.1546], [0.6922, 2.3278, 3.6485], [1.4856, 2.5415, 6.2202], [3.1982, 2.8332, 5.8651], [1.9748, 4.0162, 5.3811], [2.2134, 1.1665, 4.2576], [2.7293, 2.6246, 3.4200], [0.4786, 3.2532, 3.5017], [-2.6802, 3.1488, 0.0446], [-4.0518, 2.9439, 0.6633], [-4.6472, 1.7281, 0.2351], [-2.7561, 3.1361, -1.0440], [-2.2435, 4.1003, 0.3553], [-1.9993, 2.3457, 0.3363], [-4.7338, 3.7407, 0.3616], [-3.9812, 2.9603, 1.7577], [-4.0494, 1.0171, 0.4966], [-5.1971, 4.8894, -3.0488], [-4.3260, 5.9634, -3.6719], [-3.0039, 5.9512, -3.1429], [-5.2418, 5.0180, -1.9671], [-6.2116, 4.9174, -3.4492], [-4.7808, 3.8987, -3.2447], [-4.7221, 6.9565, -3.4619], [-4.2914, 5.8390, -4.7606], [-2.6298, 5.0827, -3.3188], [1.1003, 1.6150, -4.0201], [2.2474, 1.7140, -3.0289], [2.5637, 0.4672, -2.4390], [0.2167, 1.2060, -3.5289], [0.8509, 2.5937, -4.4355], [1.3616, 0.9504, -4.8478], [1.9731, 2.3667, -2.2000], [3.1326, 2.1447, -3.5151], [2.8321, -0.1436, -3.1309]], "orbital_gap_ev": 4.274, "charge": -1, "e_tot_ev": -185559.619}

# 3
{"formula": "C33H35N5O2RbSTe", "method": "ωB97M-V/def2-TZVPD", "species": ["Rb", "C", "C", "C", "C", "C", "C", "C", "C", "C", "H", "H", "H", "H", "H", "H", "H", "H", "H", "H", "H", "H", "C", "O", "C", "O", "N", "N", "H", "H", "H", "H", "H", "H", "N", "C", "C", "C", "C", "C", "C", "N", "C", "C", "C", "S", "C", "N", "H", "H", "H", "H", "H", "H", "H", "Te", "C", "C", "C", "C", "C", "C", "C", "C", "C", "C", "C", "C", "H", "H", "H", "H", "H", "H", "H", "H", "H", "H"], "xyz": [[0.3194, -0.4713, 0.4195], [1.6333, -2.2231, 4.3341], [1.9468, -0.9798, 3.5451], [3.0151, -0.9567, 2.6525], [3.3363, 0.1887, 1.9300], [4.5060, 0.2090, 0.9862], [2.5389, 1.3205, 2.0881], [1.4566, 1.3279, 2.9643], [0.5668, 2.5335, 3.0825], [1.1833, 0.1755, 3.6976], [0.8819, -2.8330, 3.8254], [1.2386, -1.9759, 5.3195], [2.5210, -2.8394, 4.4700], [3.6379, -1.8393, 2.5511], [5.0795, 1.1295, 1.0980], [4.1642, 0.1529, -0.0486], [5.1761, -0.6300, 1.1721], [2.7594, 2.2135, 1.5115], [-0.0029, 2.5156, 4.0111], [-0.1464, 2.5730, 2.2548], [1.1413, 3.4588, 3.0480], [0.3679, 0.1944, 4.4121], [4.8224, -2.6462, -3.0819], [4.0056, -1.6055, -2.5441], [2.9280, -1.8810, -1.8040], [2.3102, -0.9789, -1.2820], [2.5851, -3.1936, -1.6774], [1.4864, -3.5155, -0.8772], [5.6621, -2.1429, -3.5501], [4.2873, -3.2153, -3.8453], [5.1922, -3.3047, -2.2945], [3.0384, -3.9125, -2.2166], [1.7452, -4.2262, -0.2048], [0.7084, -3.8394, -1.4395], [-4.1997, -2.7223, 1.2823], [-3.9788, -2.5213, 2.6281], [-4.7694, -2.7277, 3.7524], [-4.2050, -2.4107, 4.9715], [-2.8959, -1.9165, 5.0681], [-2.1173, -1.7156, 3.9469], [-2.6736, -2.0165, 2.7051], [-2.1211, -1.9283, 1.4351], [-3.0582, -2.3567, 0.6282], [-2.9139, -2.4504, -0.8194], [-3.8091, -2.9994, -1.6931], [-3.2067, -2.8883, -3.2871], [-1.8013, -2.1303, -2.6784], [-1.7709, -1.9561, -1.3949], [-5.0540, -3.0351, 0.8567], [-5.7759, -3.1176, 3.6827], [-4.7837, -2.5473, 5.8747], [-2.4905, -1.6944, 6.0462], [-1.1056, -1.3440, 4.0174], [-4.7611, -3.4558, -1.4814], [-1.0092, -1.8067, -3.3370], [0.0005, 1.2195, -2.8302], [-0.8047, 2.4346, -4.3574], [0.0054, 3.3423, -5.0309], [-0.5191, 4.1222, -6.0495], [-1.8524, 3.9914, -6.4102], [-2.6643, 3.0846, -5.7457], [-2.1433, 2.3110, -4.7186], [-0.0818, 2.6678, -1.2923], [1.0576, 3.3872, -0.9441], [0.9682, 4.4492, -0.0544], [-0.2593, 4.8041, 0.4845], [-1.3966, 4.0791, 0.1569], [-1.3079, 3.0110, -0.7248], [1.0493, 3.4389, -4.7598], [0.1160, 4.8290, -6.5667], [-2.2577, 4.5962, -7.2105], [-3.7051, 2.9818, -6.0231], [-2.7800, 1.6113, -4.1913], [2.0118, 3.1300, -1.3876], [1.8566, 5.0125, 0.2010], [-0.3301, 5.6454, 1.1614], [-2.3556, 4.3514, 0.5782], [-2.1992, 2.4580, -0.9965]], "orbital_gap_ev": 8.102, "charge": 1, "e_above_lowest_ev": 0.738, "e_tot_ev": -65115.120}